# 1
Computed, not measured: 2 unconnected molecules or ions with the total composition C5H13N2, with ωB97M-V/def2-TZVPD.

```
20
Properties=species:S:1:pos:R:3:forces:R:3
C 1.76232 1.27346 -1.49659 -1.0 -0.8 -0.3
C 0.71128 0.15854 -1.65171 1.5 -0.8 -0.3
C 0.90766 -1.05078 -2.20222 -0.7 0.7 0.6
N -0.54636 0.41245 -1.00778 -2.2 0.0 -0.1
H 1.86425 1.55114 -0.45392 0.2 -0.1 0.3
H 1.44627 2.19335 -2.00996 0.1 -0.3 -0.1
H 2.71161 0.91397 -1.89573 -0.1 0.2 0.1
H 0.09751 -1.78736 -2.33159 0.4 0.5 0.3
H 1.88270 -1.36785 -2.51078 0.3 0.1 -0.4
H -0.85415 1.36544 -1.11231 0.0 0.7 -0.2
H -1.33433 -0.14021 -1.40635 0.8 0.2 0.3
C -1.21338 -0.00087 2.32403 -0.6 -2.2 0.2
C -1.95642 -1.05707 2.72428 1.5 1.6 -0.6
N -0.05726 -0.16418 1.46451 -0.9 0.8 0.0
H -1.45154 1.02924 2.53338 -0.1 0.1 0.0
H -2.85628 -0.86174 3.28402 -0.1 -0.3 0.1
H -1.58186 -2.06296 2.51564 -0.5 0.2 0.1
H 0.29940 -1.10010 1.30189 -0.1 -0.1 0.5
H -0.51311 0.23079 0.19657 1.0 -0.4 -0.5
H 0.68170 0.46474 1.73462 0.4 0.0 0.1
```
Positions in Å, forces in eV/Å.

Calculated values
HOMO level: -13.3 eV
Net charge: +1
E_tot: -307.5350 a.u.
Orbital gap: 10.33 eV

=====

# 2
Computed, not measured: 2 unconnected molecules or ions with the total composition C2H4NO4S, with ωB97M-V/def2-TZVPD.

```
12
Properties=species:S:1:pos:R:3:forces:R:3
C -0.30750 -3.24219 -1.03334 -0.5 -1.3 -2.9
C 1.53203 0.32362 0.93481 -1.6 -1.4 -1.0
N -1.24829 -2.53874 -0.40899 -0.1 1.1 0.9
O 0.88496 -3.37434 -0.87443 0.1 0.0 0.3
O -0.06046 -2.15835 1.91548 1.3 -0.6 -0.8
O -1.99270 -0.94846 1.33874 -0.4 0.3 -1.0
O 0.37981 0.25211 0.14012 -2.0 -3.1 -0.3
S -0.84399 -1.64484 0.82370 -0.2 2.7 1.5
H -0.86178 -3.72827 -1.97657 1.1 0.4 1.5
H 2.38620 0.32943 0.24368 0.4 1.1 0.5
H 1.67257 -0.65817 1.41809 0.0 0.5 0.8
H 1.17050 1.13082 1.57133 1.9 0.3 0.8
```
Positions in Å, forces in eV/Å.

Calculated values
HOMO level: -5.1 eV
Net charge: -1
E_tot: -832.4664 a.u.
Orbital gap: 8.50 eV

=====

# 3
Computed, not measured: 2 unconnected molecules or ions with the total composition C6H17N4O2S, with ωB97M-V/def2-TZVPD.

```
30
Properties=species:S:1:pos:R:3:forces:R:3
C 0.12313 1.98534 -0.27830 0.1 -0.4 -1.9
C 2.04101 -1.74357 -1.58394 -2.6 -0.8 -0.6
C -1.04989 0.50231 -3.63720 2.5 -0.7 -0.9
C -0.05125 -1.39369 4.18145 -0.9 1.8 -1.5
C 1.10856 -0.82972 -0.73629 -0.4 -1.9 -1.5
C -0.33875 -0.43658 -2.64402 -2.3 -0.8 -2.1
N 0.12222 1.34963 -1.43209 0.8 1.3 -0.1
N 0.22723 3.30882 -0.50746 0.9 1.6 -0.2
N -0.05837 1.50660 0.96707 0.9 0.9 -1.9
N 0.27220 0.05396 -1.63197 -0.3 -2.5 1.0
O -2.39692 -0.33290 3.63344 3.5 1.0 -2.2
O -1.12725 -1.31894 1.81521 0.9 0.7 -2.9
S -1.59992 -1.66634 3.11340 0.7 -0.6 3.4
H 2.84236 -2.17739 -1.07814 1.1 -0.5 1.6
H 1.52629 -2.63124 -2.05570 0.2 1.1 0.4
H 2.50861 -1.17419 -2.33494 0.4 0.8 -1.2
H -0.29068 1.34569 -3.91157 -1.4 -1.5 0.3
H -1.39437 -0.08637 -4.52862 0.6 0.6 0.8
H -1.89685 0.97326 -3.22424 -1.0 0.6 0.8
H 0.63935 -2.17009 4.31704 0.6 -1.7 -0.6
H 0.49579 -0.56534 3.63829 -0.8 -0.7 0.8
H -0.33059 -1.14921 5.18075 -0.5 0.7 0.6
H 1.73310 -0.16405 -0.23863 0.8 1.1 1.3
H 0.44279 -1.42747 -0.08850 0.3 0.6 -0.1
H -0.53880 -1.56510 -2.80861 1.3 2.0 0.6
H -3.11034 -0.56709 4.13221 -3.4 -1.1 2.2
H 0.72911 3.77825 -1.32951 -1.3 -1.6 1.8
H -0.09423 3.89326 0.22823 0.1 0.8 0.3
H -0.32541 0.59223 1.13322 -0.8 -2.3 0.2
H -0.20812 2.10992 1.70941 -0.1 1.4 1.4
```
Positions in Å, forces in eV/Å.

Calculated values
HOMO level: -12.4 eV
Net charge: +1
E_tot: -1006.1912 a.u.
Orbital gap: 9.42 eV

=====

# 4
Computed, not measured: a molecular structure, C25H44Cl4N3O6PtSi, with ωB97M-V/def2-TZVPD.

```
84
Properties=species:S:1:pos:R:3:forces:R:3
C 3.14826 -2.29152 -5.95316 0.1 -0.1 0.2
C 2.73911 -1.53202 -7.17358 -0.4 0.1 -1.2
H 2.67248 -3.27868 -5.94152 0.0 0.1 0.1
H 2.86196 -1.74010 -5.05374 0.1 -0.2 -0.1
H 4.23100 -2.47380 -5.96151 -0.1 0.1 0.1
C 2.86360 -2.07624 -8.39715 0.1 0.6 0.5
C 3.33645 -3.46558 -8.67283 0.2 -0.5 -0.3
H 2.63294 -1.50225 -9.28931 -0.1 0.1 0.2
H 2.83498 -4.22196 -8.04674 0.2 0.2 -0.1
H 4.42013 -3.60402 -8.54511 -0.1 0.1 0.1
H 3.13003 -3.70572 -9.72428 0.0 -0.1 0.2
Pt 1.34909 0.64873 -2.41427 -1.1 -0.5 0.3
Cl 2.88753 1.41439 -3.86466 1.0 0.2 -0.5
C -0.32334 3.27876 -2.38033 -0.4 -1.4 0.0
O -0.62220 2.09667 -2.08389 0.6 1.8 -0.4
N -1.22047 4.20573 -2.76102 0.1 -0.2 0.1
C -2.63829 3.88231 -2.90676 0.1 0.0 -0.1
C -0.73746 5.47098 -3.29532 0.3 -0.2 -0.1
H 0.72502 3.62514 -2.37208 -0.3 -0.1 0.0
H -3.02357 3.44731 -1.97551 0.1 0.0 -0.3
H -2.82482 3.19082 -3.74274 0.1 0.1 0.3
H -3.14834 4.82739 -3.11371 -0.1 -0.2 0.1
H 0.12576 5.78557 -2.69866 -0.2 0.2 -0.2
H -1.54347 6.20679 -3.23023 0.3 0.0 0.1
H -0.41423 5.37506 -4.34512 -0.2 0.0 0.3
H -2.03147 1.54919 0.20027 0.0 -0.3 -0.1
H -0.48498 1.36605 2.81972 0.0 -0.3 0.0
C -2.09760 0.52376 0.58789 0.0 0.3 0.0
C -0.63540 0.29909 2.58798 0.1 -0.1 -0.2
N -0.81350 0.11596 1.15294 -0.1 -0.2 0.2
H -2.41695 -0.15795 -0.21036 0.2 0.2 0.1
C 0.19156 -0.21998 0.34425 -0.3 0.3 -1.9
O 0.04885 -0.16984 -0.91127 0.0 -0.7 2.6
H 0.23744 -0.27906 2.92169 -0.3 0.2 0.0
H 1.12417 -0.54471 0.82964 -0.1 0.2 -0.1
H -2.81584 0.51568 1.41152 0.0 -0.1 -0.2
H -1.54850 -0.04168 3.09525 0.4 0.0 0.0
H 0.54616 -4.53310 -0.51065 -0.3 -0.1 -0.1
H -0.14218 -4.08204 -3.27064 -0.2 0.1 -0.1
C -0.49852 -4.88351 -0.60518 0.0 0.2 0.0
C -1.16311 -4.29422 -2.93502 0.4 0.0 0.0
N -1.26938 -4.04505 -1.51376 -0.3 -0.1 0.5
H -0.96107 -4.84203 0.39346 0.2 -0.1 -0.3
C -2.04721 -3.04452 -1.01468 -0.3 0.8 -0.9
O -2.59900 -2.15713 -1.66606 0.4 -1.4 1.0
H -1.87121 -3.64938 -3.45578 0.2 -0.1 0.0
H -2.13850 -3.12987 0.08826 0.1 0.2 -0.1
H -0.47166 -5.92545 -0.96075 -0.2 0.3 0.1
H -1.36814 -5.35121 -3.13597 -0.1 0.1 0.0
O 1.12891 -0.39032 -5.90152 -0.3 -0.6 -0.2
C 2.10733 -0.15958 -6.88950 -0.2 -0.2 0.9
C 0.79307 0.03398 -9.05794 -0.1 0.4 -0.4
C 1.61683 0.62998 -8.09649 0.2 -0.1 -0.1
H 0.52080 -1.02327 -8.93718 -0.1 0.7 -0.1
C 0.35960 0.77163 -10.17462 0.3 -0.3 0.3
H 2.88213 0.41922 -6.36649 0.1 0.3 -0.4
C 1.99218 1.97036 -8.25458 -0.2 -0.1 -0.4
H -0.28883 0.28020 -10.90348 0.2 0.2 0.1
C 0.77780 2.09500 -10.35834 0.0 -0.1 0.4
C 1.57813 2.69965 -9.38267 0.1 -0.1 0.2
H 2.62208 2.42947 -7.48673 -0.2 -0.1 -0.3
H 0.47532 2.65473 -11.24502 0.0 -0.1 0.3
H 1.89224 3.74484 -9.50108 -0.1 -0.5 0.0
Si -0.48984 -0.06952 -5.22742 -1.8 2.1 -2.2
Cl -0.02801 -1.37350 -3.67136 1.2 -1.0 1.0
C -1.50082 -0.67041 -6.73697 0.1 -0.4 -0.4
C -0.22682 1.81223 -5.30154 0.7 0.4 -0.1
C -2.19503 0.24918 -4.25706 -0.2 0.0 0.6
H -1.35327 0.01755 -7.58512 0.1 -0.2 0.2
H -2.58026 -0.70087 -6.54790 0.2 -0.1 0.1
H -1.18087 -1.66836 -7.06072 0.0 0.0 -0.2
H -2.61887 -0.67320 -3.84454 -0.1 0.0 0.0
H -2.95738 0.66968 -4.93199 0.2 0.2 0.0
H -2.05252 0.95060 -3.41619 -0.1 -0.4 -0.2
H 0.03939 2.12371 -6.31416 0.0 0.0 -0.1
H 0.65606 2.03570 -4.69976 0.0 0.2 -0.1
H -1.04904 2.43700 -4.95177 -0.2 -0.1 0.0
Cl 3.09853 4.26982 0.56551 -0.1 0.1 0.2
C 3.25936 2.58004 1.05088 0.6 -0.5 -0.6
Cl 2.31969 2.18844 2.50332 -0.1 0.1 0.2
C 2.85889 1.56916 -0.07181 -0.8 0.4 -1.0
O 3.36991 0.45269 -0.01218 -0.3 0.6 0.1
O 1.99784 2.02743 -0.92800 1.5 -0.1 2.0
H 4.31090 2.41272 1.29363 -0.3 0.0 0.0
```
Positions in Å, forces in eV/Å.

Calculated values
Multiplicity: 3
HOMO level (spin up / spin down): -4.2 / -4.2 eV
Expectation value of S²: 2.00
Net charge: -1
E_tot: -3844.3538 a.u.
Orbital gap (spin up / spin down): 6.39 / 6.14 eV

=====

# 5
Computed, not measured: a molecular structure, C12H14HgIN3O7P2, with ωB97M-V/def2-TZVPD.

```
40
Properties=species:S:1:pos:R:3:forces:R:3
Hg -0.66716 0.14007 0.29381 0.6 -2.4 0.1
C -0.97917 4.47682 -2.30667 0.0 0.1 0.0
C -1.02546 3.13105 -1.62167 0.6 -0.4 0.2
O -2.32090 2.56746 -1.67467 -0.6 0.1 0.1
P -0.00081 1.85375 -2.45894 0.0 -0.3 -0.6
O -0.70328 1.62078 -3.86239 0.1 0.3 -0.1
O 1.37255 2.45097 -2.98147 -0.2 0.2 -0.3
O 0.17847 0.58575 -1.70689 0.4 0.4 -0.7
P -0.41080 3.21884 0.12348 0.3 0.3 0.1
O 1.14934 2.77744 -0.18083 -0.1 0.1 0.3
O -0.41802 4.56155 0.71821 0.0 0.3 -0.1
O -1.08888 2.07426 0.83023 -0.6 2.5 0.6
H -1.44525 4.42914 -3.29117 0.0 -0.1 0.0
H 0.05577 4.79470 -2.41110 0.0 0.2 0.0
H -1.50866 5.19743 -1.68354 0.0 0.0 -0.1
H -2.63742 2.44367 -0.76364 0.0 -0.3 -0.2
H -1.63243 1.39891 -3.74747 -0.3 -0.1 0.1
H 2.03470 2.39365 -2.28774 0.1 0.0 0.3
H 1.67165 3.43327 0.28861 0.4 0.2 0.1
N 4.86229 0.98567 9.47929 0.0 0.0 -0.1
C 4.22447 0.74209 8.54107 0.6 0.3 0.9
C 3.45260 0.44195 7.42726 -0.5 -0.1 -0.7
C 2.45652 -0.56518 7.48709 0.0 0.0 0.1
C 1.71137 -0.88353 6.39220 -0.1 -0.2 0.0
C 1.90097 -0.22149 5.15124 0.3 0.1 0.6
C 2.87664 0.80800 5.09997 0.0 0.1 -0.3
C 3.62341 1.12497 6.19677 0.1 0.0 0.1
N 1.17146 -0.58931 4.04709 -0.1 0.1 -0.7
C 0.19725 -1.56859 4.00506 -0.3 -0.3 0.0
C -0.28993 -1.61558 2.73889 0.1 0.0 -0.1
N 0.34607 -0.69345 1.95819 0.9 -0.4 1.4
C 1.24029 -0.09086 2.78157 -0.1 0.0 -0.3
H 2.29848 -1.08197 8.42567 0.0 0.0 0.0
H 0.96731 -1.66192 6.47610 0.0 0.0 0.1
H 3.03344 1.35108 4.17872 0.0 0.1 0.0
H 4.36702 1.91042 6.14690 0.0 0.0 -0.1
H -0.08165 -2.15013 4.85560 0.0 -0.1 0.1
H -1.04376 -2.27714 2.35548 -0.2 0.1 -0.1
H 1.92630 0.66572 2.46356 0.1 0.2 0.1
I -2.89113 -0.97850 -0.32933 -1.5 -0.8 -0.5
```
Positions in Å, forces in eV/Å.

Calculated values
Multiplicity: 2
HOMO level (spin up / spin down): -1.9 / -5.5 eV
Expectation value of S²: 0.78
Net charge: -1
E_tot: -2290.7453 a.u.
Orbital gap (spin up / spin down): 4.04 / 7.57 eV

=====

# 6
Computed, not measured: a molecular structure, C4H8CdO3, with ωB97M-V/def2-TZVPD.

```
16
Properties=species:S:1:pos:R:3:forces:R:3
C -1.55794 -0.11525 -2.26178 1.6 -0.8 -0.1
C -0.25883 0.64074 -1.90568 -3.1 2.9 -1.3
O -0.36555 1.39654 -0.92314 3.2 0.0 -1.5
O -2.38554 -0.22833 -1.18984 -1.7 -1.5 -2.6
H -1.21625 -1.06793 -2.72155 -0.6 0.0 0.2
H -1.99547 0.49347 -3.08361 0.4 0.0 0.1
H 0.39642 0.93983 -2.74157 0.6 -0.6 0.6
Cd -1.63758 0.49084 0.39700 -1.5 1.0 2.9
O -0.59839 -0.60365 1.71032 0.0 -1.1 1.0
C 0.69782 -0.88120 1.83389 0.9 -1.1 -0.3
C 1.62394 0.30411 1.83386 0.3 0.2 -0.8
H 0.77057 -1.51304 2.75852 0.2 -0.1 -0.7
H 1.81880 0.59462 0.79201 0.2 0.0 0.3
H 2.57410 0.02153 2.30209 -0.2 0.3 -0.1
H 1.15953 1.18117 2.30571 0.2 -0.4 0.2
H 0.97436 -1.65344 0.89377 -0.6 1.2 2.0
```
Positions in Å, forces in eV/Å.

Calculated values
Multiplicity: 2
HOMO level (spin up / spin down): -13.9 / -13.9 eV
Expectation value of S²: 0.76
Net charge: +1
E_tot: -550.2345 a.u.
Orbital gap (spin up / spin down): 9.13 / 6.05 eV

=====

# 7
Computed, not measured: 2 unconnected molecules or ions with the total composition C6H9ClSi, with ωB97M-V/def2-TZVPD.

```
17
Properties=species:S:1:pos:R:3:forces:R:3
C -0.18132 1.47866 1.75748 1.3 0.6 -1.7
C 0.00996 1.57489 0.40484 -1.1 -0.1 1.4
Si -0.33353 0.14732 -0.82037 -1.4 0.9 0.7
Cl 1.48498 -0.08640 -1.73644 -0.3 -0.4 -0.2
C -1.89585 -0.58975 -1.15825 2.1 1.1 0.5
C -2.14676 -1.73378 -2.05234 -0.1 -2.6 -0.8
H 0.27207 2.16818 2.46720 -0.3 0.6 -0.4
H -0.58366 0.66609 2.30508 -0.5 -1.1 -0.2
H 0.35958 2.56100 0.02858 0.2 -1.0 0.2
H -2.75788 -0.02805 -0.79405 0.3 -0.2 0.3
H -1.29983 -1.97690 -2.72874 -0.2 0.4 0.4
H -2.32035 -2.80981 -1.56107 -0.1 2.4 -0.7
H -2.97726 -1.46972 -2.73650 0.2 -0.5 0.4
C 3.25322 0.52889 1.35620 0.1 1.0 1.1
C 2.85124 -0.54917 1.72159 1.0 1.8 -0.6
H 3.59166 1.59518 1.39414 -0.6 -1.7 -0.6
H 2.67373 -1.47664 2.15265 -0.5 -1.1 0.1
```
Positions in Å, forces in eV/Å.

Calculated values
HOMO level: -7.9 eV
E_tot: -983.5578 a.u.
Orbital gap: 8.34 eV

=====

The lowest E_tot belongs to which entry? C25H44Cl4N3O6PtSi

=====

Which value of E_tot does entry 2 give? -832.4664 a.u.

=====

Which value of E_tot does entry 3 give? -1006.1912 a.u.

=====

What is the E_tot in the second record? -832.4664 a.u.